(1)
A molecular structure, C25H41AsFeGe2N2OS, computed with ωB97M-V/def2-TZVPD.

XYZ file:
```
74
C25H41AsFeGe2N2OS (ωB97M-V/def2-TZVPD)
Fe -0.022 0.608 0.498
C -2.428 -2.321 -2.225
C -2.057 -1.150 -1.301
Ge -0.498 -1.684 -0.219
C -1.036 -2.633 1.395
C -1.126 -4.145 1.125
C 0.732 -2.703 -1.284
C 1.963 -2.174 -1.353
Ge 2.013 -0.572 -0.297
C 2.909 -0.525 1.425
C 4.445 -0.537 1.305
C 2.116 1.173 -1.215
C 3.393 1.297 -2.072
C 3.149 -2.683 -2.085
C 4.373 -2.028 -1.990
C 5.493 -2.490 -2.668
C 5.393 -3.624 -3.456
C 4.178 -4.290 -3.561
C 3.065 -3.825 -2.880
H -3.334 -2.086 -2.785
H -2.618 -3.240 -1.666
H -1.636 -2.526 -2.946
H -2.887 -0.903 -0.631
H -1.830 -0.257 -1.890
H -1.998 -2.234 1.719
H -0.314 -2.415 2.182
H -1.830 -4.383 0.325
H -1.460 -4.675 2.018
H -0.156 -4.557 0.844
H 0.472 -3.629 -1.796
H 2.546 -1.385 1.991
H 2.577 0.375 1.951
H 4.804 -1.457 0.841
H 4.898 -0.470 2.295
H 4.822 0.306 0.719
H 2.111 1.963 -0.451
H 1.232 1.304 -1.843
H 4.298 1.203 -1.471
H 3.422 2.270 -2.563
H 3.422 0.530 -2.845
H 4.466 -1.140 -1.372
H 6.438 -1.969 -2.581
H 6.261 -3.992 -3.989
H 4.100 -5.177 -4.176
H 2.126 -4.357 -2.973
C -1.939 1.222 5.468
As -2.066 1.477 3.588
C -3.541 0.468 2.924
C -2.349 3.337 3.275
S -0.176 0.833 2.771
H -2.859 1.598 5.918
H -1.084 1.779 5.841
H -1.820 0.163 5.680
H -4.170 1.109 2.308
H -4.102 0.082 3.774
H -3.156 -0.357 2.333
H -3.407 3.556 3.422
H -2.053 3.580 2.258
H -1.747 3.896 3.986
N -5.294 3.845 -1.447
C -4.539 3.192 -0.548
O -4.985 2.475 0.330
C -3.045 3.386 -0.638
C -2.428 4.597 -0.904
C -1.044 4.678 -0.843
C -0.320 3.546 -0.541
N -0.907 2.362 -0.289
C -2.250 2.298 -0.325
H -6.296 3.737 -1.402
H -4.901 4.334 -2.232
H -3.017 5.478 -1.134
H -0.528 5.611 -1.024
H 0.761 3.575 -0.501
H -2.724 1.351 -0.096
```

Results
Net charge: +2
Multiplicity: 5
ΔE to the lowest compared entry with this formula, charge and spin: 23.3 kJ/mol
Orbital gap (spin up / spin down): 7.55 / 6.44 eV



(2)
A molecular structure, C25H41Cl2LuOP, computed with ωB97M-V/def2-TZVPD.

XYZ file:
```
71
C25H41Cl2LuOP (ωB97M-V/def2-TZVPD)
P -2.888 3.493 0.499
C -4.516 3.143 -0.378
C -5.688 4.131 -0.235
C -6.963 3.550 -0.866
C -6.742 3.191 -2.341
C -5.556 2.233 -2.505
C -4.285 2.808 -1.863
C -2.106 4.988 -0.322
C -2.983 6.199 -0.672
C -2.121 7.383 -1.140
C -1.244 6.990 -2.336
C -0.382 5.762 -2.012
C -1.243 4.583 -1.534
C -3.501 4.235 2.107
C -4.307 3.174 2.881
C -4.797 3.707 4.235
C -3.629 4.214 5.088
C -2.817 5.269 4.328
C -2.330 4.735 2.973
H -4.828 2.203 0.107
H -5.441 5.076 -0.730
H -5.873 4.364 0.819
H -7.790 4.265 -0.767
H -7.256 2.645 -0.314
H -7.652 2.749 -2.767
H -6.542 4.112 -2.908
H -5.796 1.273 -2.025
H -5.379 2.023 -3.567
H -3.451 2.104 -1.966
H -4.000 3.723 -2.398
H -1.397 5.312 0.457
H -1.478 7.707 -0.309
H -3.598 6.495 0.186
H -3.672 5.924 -1.481
H -2.760 8.236 -1.399
H -0.609 7.832 -2.636
H -1.892 6.758 -3.194
H 0.205 5.467 -2.890
H 0.335 6.023 -1.221
H -0.612 3.728 -1.269
H -1.892 4.255 -2.357
H -4.161 5.090 1.895
H -5.161 2.832 2.287
H -3.664 2.297 3.043
H -5.504 4.532 4.062
H -5.348 2.922 4.767
H -2.974 3.368 5.341
H -3.998 4.625 6.036
H -1.959 5.597 4.928
H -3.445 6.156 4.159
H -1.776 5.523 2.451
H -1.628 3.905 3.134
Lu 0.000 0.000 0.000
Cl 0.995 1.906 0.806
Cl -2.085 -0.889 -0.352
C 1.099 -0.626 -1.328
H 1.929 -1.316 -1.148
C 1.015 -0.118 -2.688
C 2.130 -0.249 -3.543
C 2.103 0.268 -4.834
C 0.958 0.916 -5.303
C -0.162 1.039 -4.476
C -0.138 0.526 -3.185
H 3.021 -0.751 -3.173
H 2.972 0.164 -5.477
H -1.059 1.527 -4.845
H -1.026 0.587 -2.558
H 0.935 1.316 -6.313
O 0.680 -1.399 1.518
H 0.538 -2.297 1.125
H 1.662 -1.279 1.561
```

Results
Net charge: -1
Orbital gap: 4.74 eV



(3)
A single C25H41N5O4 molecule, computed with ωB97M-V/def2-TZVPD.

XYZ file:
```
75
C25H41N5O4 (ωB97M-V/def2-TZVPD)
C 1.165 1.282 3.144
C -0.229 1.161 3.743
O -0.774 -0.138 3.514
C -1.781 -0.238 2.619
O -2.217 0.694 1.982
N -2.280 -1.499 2.564
C -1.549 -2.644 3.058
C -0.683 -3.216 1.933
C -1.544 -3.582 0.723
N -0.660 -3.970 -0.362
C -1.130 -4.624 -1.445
C -0.643 -4.903 -2.722
N 0.491 -4.656 -3.404
C 1.539 -3.793 -2.914
C 1.145 -2.309 -2.914
C 2.103 -1.467 -2.066
N 1.579 -0.134 -1.835
C 0.589 -0.110 -0.776
C -0.018 1.282 -0.642
N 1.034 2.227 -0.326
C 0.546 3.531 0.107
C 1.649 4.327 0.810
C 1.057 5.577 1.453
C 0.396 6.454 0.393
C -0.674 5.669 -0.360
C -0.082 4.409 -0.986
C 1.993 2.229 -1.414
C 2.614 0.839 -1.535
C -1.859 -5.647 -3.090
O -2.240 -6.191 -4.099
C -2.379 -5.361 -1.693
O -3.372 -5.593 -1.042
C -2.447 -2.409 0.306
C -3.206 -1.838 1.503
H 1.611 2.219 3.468
H 1.789 0.460 3.488
H 1.123 1.274 2.057
H -0.194 1.283 4.830
H -0.903 1.908 3.312
H -0.933 -2.341 3.903
H -2.275 -3.390 3.392
H -0.142 -4.095 2.284
H 0.046 -2.456 1.639
H -2.175 -4.446 0.955
H 0.137 -3.361 -0.499
H 0.467 -4.875 -4.388
H 1.780 -4.107 -1.892
H 2.427 -3.948 -3.529
H 0.129 -2.217 -2.528
H 1.134 -1.921 -3.933
H 2.311 -1.987 -1.110
H 3.054 -1.376 -2.596
H 1.038 -0.406 0.192
H -0.207 -0.814 -1.024
H -0.524 1.526 -1.592
H -0.762 1.281 0.158
H -0.232 3.314 0.850
H 2.129 3.698 1.561
H 2.410 4.630 0.088
H 1.842 6.139 1.964
H 0.314 5.286 2.198
H -0.050 7.334 0.861
H 1.155 6.800 -0.313
H -1.115 6.296 -1.138
H -1.470 5.385 0.332
H -0.865 3.855 -1.506
H 0.681 4.690 -1.716
H 1.522 2.480 -2.379
H 2.782 2.951 -1.204
H 3.133 0.596 -0.591
H 3.344 0.837 -2.348
H -3.152 -2.748 -0.453
H -1.835 -1.611 -0.120
H -3.741 -0.932 1.215
H -3.917 -2.572 1.890
```

Results
Net charge: 0
ΔE to the lowest compared entry with this formula, charge and spin: 4.8 kJ/mol
Orbital gap: 8.56 eV
SMILES string: CCOC(=O)N1CCC(Nc2c(NCCCN3CCN(C4CCCCC4)CC3)c(=O)c2=O)CC1



(4)
A single C25H41NO2 molecule, computed with ωB97M-V/def2-TZVPD.

XYZ file:
```
69
C25H41NO2 (ωB97M-V/def2-TZVPD)
C -2.859 -2.746 1.637
C -4.059 -2.540 0.718
N -4.020 -1.248 0.042
C -4.553 -1.308 -1.311
C -3.587 -1.999 -2.268
C -4.644 -0.232 0.872
C -4.556 1.206 0.330
O -3.320 1.580 -0.219
C -2.421 2.281 0.624
C -1.716 1.387 1.645
C -1.004 0.260 0.908
C 0.065 0.785 -0.086
C -0.286 0.283 -1.496
C 0.004 2.299 -0.129
C 1.077 3.074 -0.067
C 2.482 2.586 0.055
C 2.606 1.105 -0.296
C 1.470 0.315 0.379
C 1.658 -1.201 0.206
C 3.027 -1.701 0.674
C 4.118 -0.938 -0.068
C 4.141 -1.309 -1.560
C 5.551 -1.160 0.387
O 6.031 -2.184 0.793
C 6.289 0.160 0.217
C 5.248 1.179 -0.262
C 3.934 0.557 0.216
C -1.359 2.917 -0.289
H -2.925 -3.721 2.114
H -1.940 -2.699 1.061
H -2.819 -1.986 2.412
H -4.050 -3.328 -0.035
H -4.992 -2.653 1.297
H -4.681 -0.285 -1.661
H -5.538 -1.808 -1.339
H -2.619 -1.508 -2.221
H -3.453 -3.051 -2.027
H -3.968 -1.930 -3.284
H -4.152 -0.279 1.846
H -5.721 -0.442 1.035
H -5.290 1.337 -0.475
H -4.840 1.889 1.145
H -2.983 3.069 1.154
H -2.435 0.975 2.355
H -1.005 2.001 2.203
H -1.763 -0.307 0.368
H -0.544 -0.400 1.644
H -0.325 -0.802 -1.525
H 0.438 0.634 -2.229
H -1.267 0.658 -1.772
H 0.963 4.151 -0.096
H 3.131 3.180 -0.593
H 2.823 2.749 1.084
H 2.542 0.996 -1.381
H 1.534 0.541 1.452
H 1.542 -1.467 -0.843
H 0.883 -1.729 0.763
H 3.113 -2.773 0.494
H 3.139 -1.535 1.749
H 4.233 -2.390 -1.653
H 3.234 -0.993 -2.065
H 4.989 -0.856 -2.067
H 7.131 0.037 -0.464
H 6.702 0.438 1.189
H 5.419 2.165 0.166
H 5.257 1.276 -1.348
H 3.915 0.661 1.310
H -1.290 3.988 -0.094
H -1.702 2.793 -1.319
```

Results
Net charge: 0
ΔE to the lowest compared entry with this formula, charge and spin: 17.6 kJ/mol
Orbital gap: 9.29 eV
SMILES string: CCN(CC)CCO[C@H]1CC[C@@]2(C)C(=CC[C@@H]3[C@@H]2CC[C@]2(C)C(=O)CC[C@@H]32)C1



(5)
A molecular structure, C25H42BeBrNOP2, computed with ωB97M-V/def2-TZVPD.

XYZ file:
```
73
C25H42BeBrNOP2 (ωB97M-V/def2-TZVPD)
N -5.349 -6.553 -2.931
C -4.646 -6.975 -1.880
C -3.500 -6.311 -1.431
C -3.078 -5.120 -2.083
C -3.847 -4.704 -3.197
C -4.968 -5.452 -3.576
C -2.024 -4.279 -1.548
Be -0.512 -3.099 -1.180
P 0.438 3.055 2.705
C -2.068 -2.872 -1.710
C -1.964 -1.964 -0.580
C -2.368 -0.606 -0.688
C -2.143 0.280 0.362
C -1.504 -0.192 1.522
C -1.202 -1.540 1.695
C -1.381 -2.430 0.623
Br -0.456 0.976 2.576
H -1.346 -4.793 -0.833
H -2.390 -2.428 -2.653
H -2.989 -6.684 -0.547
H -3.612 -3.787 -3.731
H -5.006 -7.880 -1.382
H -5.567 -5.137 -4.433
H -2.902 -0.289 -1.593
H -1.260 -3.499 0.827
H -2.421 1.330 0.264
H -0.729 -1.903 2.607
P 1.704 -0.065 -1.088
C -0.184 3.426 4.381
C -0.730 4.834 4.649
H 0.640 3.209 5.082
H -0.982 2.694 4.607
H -1.382 4.774 5.532
H 0.067 5.560 4.886
H -1.343 5.214 3.817
C -0.369 4.006 1.392
C 0.174 5.433 1.216
H -1.446 4.039 1.628
H -0.271 3.437 0.449
H -0.317 5.891 0.348
H -0.041 6.079 2.079
H 1.253 5.448 1.011
C 2.238 3.015 2.609
C 2.958 3.945 3.595
H 2.511 3.287 1.578
H 2.558 1.971 2.764
H 4.040 3.838 3.461
H 2.719 5.006 3.438
H 2.746 3.689 4.640
C 3.526 0.142 -0.870
C 4.362 0.397 -2.124
H 3.871 -0.771 -0.359
H 3.633 0.976 -0.157
H 4.650 -0.541 -2.616
H 3.856 1.032 -2.859
H 5.284 0.912 -1.830
C 1.277 1.531 -1.920
C -0.051 1.527 -2.657
H 2.104 1.804 -2.588
H 1.258 2.265 -1.097
H -0.022 0.883 -3.542
H -0.880 1.207 -2.017
H -0.267 2.542 -3.005
C 1.663 -1.253 -2.504
C 2.040 -2.678 -2.089
H 2.344 -0.859 -3.280
H 0.640 -1.233 -2.916
H 1.935 -3.342 -2.957
H 3.091 -2.731 -1.765
H 1.398 -3.073 -1.264
O 1.901 -1.656 1.444
H 2.860 -1.866 1.466
H 1.777 -1.087 2.227
```

Results
Net charge: +2
ΔE to the lowest compared entry with this formula, charge and spin: 310.5 kJ/mol
Orbital gap (spin up / spin down): 6.21 / 5.53 eV



(6)
2 unconnected molecules or ions with the total composition C25H42IN4O5S, computed with ωB97M-V/def2-TZVPD.

XYZ file:
```
78
C25H42IN4O5S (ωB97M-V/def2-TZVPD)
C -0.137 -2.132 5.434
C -0.481 -0.814 4.531
C -1.740 -1.054 3.553
C -3.106 -0.345 4.086
C -4.076 0.129 2.901
C -5.238 -0.919 2.515
C -5.198 -1.096 0.891
C -3.981 -2.128 0.561
C -3.039 -1.621 -0.639
N -1.750 -1.038 -0.149
C -1.396 0.156 -0.980
N -1.969 1.305 -0.628
C -1.640 2.553 -1.363
C -0.419 3.384 -0.689
C 0.953 3.195 -1.479
C 2.242 3.041 -0.595
C 3.628 2.853 -1.241
C 3.768 2.778 -2.779
C 2.507 2.934 -3.677
C 1.106 3.156 -3.021
N -0.427 -0.052 -2.037
C 0.947 -0.364 -1.544
C 1.752 -1.063 -2.743
C 2.104 -2.600 -2.527
O 1.302 -3.565 -2.576
N 3.551 -2.912 -2.272
C 3.765 -3.367 -0.864
C 4.028 -4.019 -3.156
C 0.796 -1.228 -0.210
C -0.601 -2.015 -0.313
I -0.711 -3.687 1.125
H -0.853 -2.999 5.239
H -0.274 -1.804 6.524
H 0.932 -2.515 5.242
H 0.475 -0.634 3.907
H -0.666 0.074 5.221
H -1.957 -2.179 3.573
H -1.447 -0.663 2.521
H -2.756 0.514 4.765
H -3.624 -1.142 4.740
H -3.407 0.252 1.964
H -4.585 1.136 3.102
H -6.277 -0.637 2.888
H -4.991 -1.966 2.938
H -5.039 -0.085 0.383
H -6.220 -1.512 0.588
H -4.427 -3.162 0.362
H -3.345 -2.183 1.510
H -3.636 -0.842 -1.239
H -2.851 -2.507 -1.348
H -2.637 1.380 0.162
H -2.562 3.245 -1.259
H -1.481 2.423 -2.485
H -0.709 4.503 -0.741
H -0.332 3.160 0.442
H 2.122 3.093 0.540
H 4.545 2.775 -0.567
H 4.759 2.620 -3.329
H 2.591 2.911 -4.811
H 0.150 3.301 -3.642
H -0.449 0.653 -2.783
H 1.496 0.606 -1.270
H 1.071 -1.015 -3.679
H 2.661 -0.409 -3.009
H 4.687 -4.056 -0.772
H 2.835 -3.949 -0.533
H 3.895 -2.491 -0.126
H 3.623 -5.013 -2.731
H 5.177 -4.086 -3.029
H 3.800 -3.874 -4.262
H 1.689 -1.878 0.061
H 0.672 -0.484 0.671
H -0.681 -2.525 -1.349
O 3.348 6.161 -1.985
S 4.299 6.503 -0.898
O 3.684 6.178 0.412
O 4.615 7.945 -0.954
O 5.541 5.713 -1.068
```

Results
Net charge: -1
Orbital gap: 1.76 eV